# C7H18ClFeIOPS

C7H18ClFeIOPS as an isolated structure in a non-equilibrium geometry (ωB97M-V with the def2-TZVPD basis set, OMol25).

Last column: Mulliken spin population.
Atoms and positions in Å:
C: 4.0621 0.4275 1.2558  0.0127
I: 1.9434 0.8808 1.6964  0.1374
H: 4.1285 -0.5051 0.6781  0.0003
H: 4.5326 0.3526 2.2431  0.0057
H: 4.4469 1.2888 0.6986  0.0041
Fe: 0.0067 -0.2740 0.4966  3.9260
P: -0.1812 0.8980 -1.5208  0.1883
C: -0.5111 2.6852 -1.5369  0.0138
C: 1.2845 0.7182 -2.5768  0.0304
H: -1.5106 -0.8937 -2.4843  -0.0045
H: -1.5616 0.6334 -3.4649  0.0078
H: -2.5216 0.4751 -1.9702  0.0025
C: -1.5764 0.2012 -2.4524  0.0280
H: 1.4531 -0.3421 -2.8123  -0.0032
H: 1.1139 1.3306 -3.4775  0.0101
H: -0.4823 3.0517 -2.5719  0.0069
H: 0.2644 3.1830 -0.9382  -0.0003
H: 2.1679 1.0957 -2.0473  0.0025
H: -1.5022 2.8774 -1.1027  -0.0006
C: -0.9778 1.3338 1.0014  0.0451
O: -1.2885 2.3753 1.4457  -0.0006
Cl: 0.2990 -2.1845 -0.5457  0.3154
C: -0.3930 -2.4283 2.9669  -0.0103
S: -1.4222 -1.0046 2.5018  0.2390
C: -2.6136 -1.8926 1.4641  0.0007
H: 0.6672 -2.1713 3.0208  0.0091
H: -0.5459 -3.2555 2.2743  0.0014
H: -0.7408 -2.7130 3.9634  0.0127
H: -2.3750 -2.9657 1.4769  0.0028
H: -3.6081 -1.6778 1.8755  0.0075
H: -2.5585 -1.5001 0.4426  0.0091

Computed properties:
Energy relative to the best compared isomer or geometry (same formula, charge and spin), kJ/mol: 0.0
LUMO energy (spin up / spin down), eV: -8.162 / -10.035
2S+1: 6
Charge: +2